Entry 1:
A molecular structure, C36H25N8ORu at a distorted geometry. Source: the Open Molecules 2025 dataset; level of theory: ωB97M-V/def2-TZVPD.

Atoms and positions in Å:
Ru1 0.043 -0.007 0.368
C1 2.272 -4.817 4.182
C2 3.414 -4.007 4.275
C3 3.533 -2.848 3.531
C4 2.482 -2.511 2.683
C5 2.262 -1.385 1.815
N1 3.155 -0.408 1.559
C6 2.815 0.744 1.078
C7 3.761 1.787 0.646
C8 5.137 1.795 0.544
C9 5.739 2.957 0.072
C10 4.979 4.069 -0.282
C11 3.591 4.052 -0.183
C12 3.000 2.895 0.280
C13 1.588 2.521 0.462
N2 0.583 3.304 0.224
C14 -0.695 2.880 0.207
N3 -1.109 1.588 0.009
C15 -2.475 1.562 -0.079
N4 -3.240 0.474 -0.310
C16 -2.818 -0.735 -0.120
N5 -1.631 -1.118 0.462
C17 -1.595 -2.494 0.574
N6 -0.696 -3.205 1.171
C18 0.460 -2.687 1.643
N7 1.041 -1.526 1.216
C19 1.342 -3.331 2.579
C20 1.228 -4.492 3.337
C21 -2.822 -3.036 -0.033
C22 -3.259 -4.332 -0.216
C23 -4.494 -4.513 -0.831
C24 -5.258 -3.425 -1.243
C25 -4.811 -2.121 -1.060
C26 -3.583 -1.947 -0.453
C27 -2.972 2.903 0.063
C28 -4.261 3.430 0.067
C29 -4.401 4.786 0.290
C30 -3.284 5.611 0.500
C31 -2.002 5.099 0.478
C32 -1.852 3.733 0.254
N8 1.535 1.238 0.952
H1 2.208 -5.709 4.793
H2 4.216 -4.296 4.942
H3 4.407 -2.215 3.601
H4 5.718 0.923 0.815
H5 6.816 2.999 -0.024
H6 5.476 4.958 -0.647
H7 2.992 4.910 -0.459
H8 0.346 -5.115 3.265
H9 -2.654 -5.172 0.102
H10 -4.869 -5.516 -0.993
H11 -6.217 -3.599 -1.715
H12 -5.392 -1.267 -1.383
H13 -5.118 2.792 -0.106
H14 -5.391 5.224 0.308
H15 -3.436 6.666 0.688
H16 -1.133 5.725 0.633
C33 0.351 1.175 -3.297
C34 0.507 -0.264 -2.794
C35 1.539 -1.011 -3.642
C36 -0.845 -0.981 -2.885
O1 0.983 -0.242 -1.476
H17 -0.068 1.208 -4.306
H18 1.320 1.678 -3.297
H19 -0.315 1.716 -2.620
H20 1.234 -1.061 -4.690
H21 1.658 -2.024 -3.254
H22 2.504 -0.505 -3.573
H23 -1.134 -1.162 -3.922
H24 -1.621 -0.371 -2.414
H25 -0.786 -1.941 -2.365

Forces on the atoms, in the same order (eV/Å):
Ru 0.61 -0.19 -1.27
C -0.02 -0.01 0.01
C 0.04 0.04 -0.03
C 0.03 0.01 -0.01
C -0.07 -0.06 0.02
C -0.17 -0.04 -0.17
N 0.19 0.04 -0.06
C -0.26 -0.07 0.26
C -0.01 0.14 -0.08
C 0.02 -0.05 0.04
C 0.02 -0.01 0.01
C -0.03 0.02 -0.01
C -0.03 0.05 0.00
C 0.14 -0.07 0.03
C -0.25 -0.08 0.16
N 0.16 0.11 -0.07
C -0.02 -0.15 -0.16
N -0.36 0.42 0.13
C 0.24 -0.03 -0.01
N -0.18 -0.05 -0.13
C 0.15 0.17 0.22
N -0.24 -0.25 -0.13
C 0.13 0.15 0.24
N -0.11 -0.15 -0.05
C 0.13 0.14 -0.25
N 0.19 -0.26 0.53
C 0.07 0.09 0.07
C -0.02 -0.07 -0.03
C -0.14 0.08 -0.06
C 0.04 -0.06 0.03
C 0.00 0.01 0.00
C -0.02 -0.01 0.00
C -0.01 0.10 -0.01
C 0.01 -0.19 0.03
C 0.04 0.08 0.03
C -0.02 0.00 -0.05
C -0.04 -0.03 0.00
C 0.04 0.02 0.01
C 0.05 0.00 -0.04
C -0.09 -0.06 0.07
N 0.27 0.14 -0.02
H 0.01 -0.01 -0.02
H -0.03 0.00 0.01
H -0.01 -0.02 0.00
H -0.01 0.01 0.01
H -0.01 0.00 -0.01
H 0.01 -0.01 0.01
H 0.00 -0.02 -0.01
H 0.01 0.01 -0.01
H -0.02 0.02 0.02
H 0.01 0.01 0.00
H 0.02 0.00 -0.01
H 0.00 -0.02 0.01
H 0.01 0.01 0.05
H 0.02 0.00 0.00
H 0.00 -0.01 -0.03
H -0.03 0.02 0.00
C 0.04 -0.04 0.13
C -0.10 0.02 -0.33
C 0.00 0.01 0.14
C 0.08 0.02 0.15
O -0.47 0.11 0.81
H 0.02 0.00 0.02
H -0.02 0.00 -0.01
H -0.01 0.04 -0.07
H 0.02 0.00 0.01
H 0.01 -0.01 -0.06
H 0.00 -0.02 -0.02
H 0.00 0.03 0.01
H -0.02 -0.04 -0.03
H -0.01 -0.01 -0.04

HOMO level (alpha / beta)	-6.13 / -8.51	eV
HOMO-LUMO gap (alpha / beta)	5.1 / 6.3	eV
2S+1	6
F_max	1.4	eV/A
E_LUMO (alpha / beta)	-1.00 / -2.25	eV

=====

Entry 2:
A molecular structure, C36H26MnN6O4PS at a distorted geometry. Source: the Open Molecules 2025 dataset; level of theory: ωB97M-V/def2-TZVPD.

Atoms and positions in Å:
Mn1 -0.617 2.290 -0.749
C1 3.086 1.497 -2.634
C2 4.040 1.477 -1.615
C3 3.620 1.557 -0.310
C4 2.255 1.675 -0.023
N1 1.350 1.762 -1.007
C5 1.765 1.647 -2.281
N2 1.915 1.629 1.322
C6 0.722 1.814 1.757
N3 -0.449 2.145 1.073
C7 -1.514 2.195 1.986
N4 -2.757 2.397 1.779
C8 -3.317 2.657 0.528
C9 -4.700 2.847 0.542
C10 -5.365 3.137 -0.626
C11 -4.628 3.246 -1.801
C12 -3.269 3.036 -1.744
N5 -2.610 2.740 -0.610
C13 -0.971 1.890 3.325
C14 -1.604 1.790 4.552
C15 -0.817 1.432 5.639
C16 0.551 1.185 5.495
C17 1.176 1.290 4.259
C18 0.381 1.649 3.184
H1 3.358 1.410 -3.675
H2 5.093 1.386 -1.845
H3 4.306 1.515 0.522
H4 0.985 1.680 -3.037
H5 -5.206 2.760 1.491
H6 -6.437 3.280 -0.624
H7 -5.090 3.472 -2.750
H8 -2.669 3.074 -2.645
H9 -2.662 1.981 4.650
H10 -1.268 1.346 6.617
H11 1.131 0.911 6.365
H12 2.231 1.103 4.134
O1 -3.353 -0.222 -1.416
S1 -2.095 -0.157 -2.097
O2 -2.000 0.622 -3.304
O3 -0.968 0.260 -1.144
C19 -1.596 -1.813 -2.463
C20 -2.441 -2.571 -3.260
C21 -2.097 -3.877 -3.564
C22 -0.921 -4.425 -3.067
C23 -0.083 -3.668 -2.269
C24 -0.412 -2.346 -1.966
P1 0.602 -1.387 -0.827
C25 2.315 -1.759 -1.120
C26 3.250 -1.621 -0.086
C27 4.598 -1.796 -0.343
C28 5.032 -2.070 -1.632
C29 4.116 -2.160 -2.673
C30 2.767 -1.996 -2.426
C31 0.155 -1.760 0.872
C32 0.873 -2.721 1.589
C33 0.508 -3.032 2.886
C34 -0.574 -2.392 3.478
C35 -1.299 -1.450 2.765
C36 -0.941 -1.130 1.465
H13 -3.360 -2.142 -3.632
H14 -2.750 -4.472 -4.184
H15 -0.661 -5.448 -3.298
H16 0.824 -4.108 -1.878
H17 2.925 -1.379 0.917
H18 5.310 -1.712 0.466
H19 6.086 -2.208 -1.829
H20 4.455 -2.360 -3.680
H21 2.063 -2.063 -3.244
H22 1.710 -3.236 1.136
H23 1.067 -3.778 3.434
H24 -0.853 -2.634 4.494
H25 -2.146 -0.953 3.217
H26 -1.519 -0.401 0.918
O4 -0.422 3.512 -2.293
N6 -0.177 3.952 -1.187

Forces on the atoms, in the same order (eV/Å):
Mn 0.51 -0.06 0.42
C -0.06 0.02 0.16
C -0.08 0.03 -0.08
C -0.06 0.01 -0.13
C 0.08 0.01 0.27
N -0.11 0.09 0.07
C 0.04 -0.05 -0.16
N -0.27 0.10 -0.21
C -0.02 -0.08 0.30
N 0.02 0.07 -0.05
C -0.01 -0.04 0.17
N 0.28 -0.06 -0.24
C -0.03 0.05 0.34
C 0.06 0.01 -0.10
C 0.07 0.02 -0.11
C 0.04 -0.03 0.13
C -0.02 -0.02 -0.13
N 0.10 -0.14 0.08
C -0.18 0.09 -0.06
C 0.10 -0.02 -0.01
C 0.03 0.01 -0.06
C -0.02 0.00 -0.01
C -0.16 0.02 0.02
C 0.23 0.01 -0.12
H 0.02 0.00 -0.03
H 0.03 -0.01 -0.03
H 0.02 0.00 0.04
H 0.06 0.01 0.04
H -0.02 0.00 0.03
H -0.02 0.01 -0.03
H -0.03 0.01 -0.02
H -0.07 -0.01 0.05
H -0.06 0.02 0.00
H -0.02 -0.01 0.06
H 0.01 -0.01 0.02
H 0.07 0.00 -0.01
O -0.02 0.02 0.00
S -0.02 -0.04 -0.21
O -0.05 -0.05 0.07
O -0.15 0.61 -0.35
C -0.06 -0.02 -0.08
C 0.06 -0.09 0.00
C 0.04 0.04 0.04
C -0.06 0.03 -0.04
C 0.09 0.01 0.02
C -0.05 0.06 0.09
P 0.07 -0.22 0.06
C 0.06 0.05 0.00
C 0.05 0.03 0.02
C 0.02 -0.04 -0.03
C -0.03 0.00 0.03
C 0.00 -0.01 0.01
C -0.04 -0.05 0.04
C -0.06 0.06 0.01
C 0.00 -0.08 -0.01
C -0.03 0.03 0.01
C 0.01 0.02 0.00
C 0.02 -0.04 0.01
C -0.02 -0.03 0.01
H -0.06 0.06 -0.02
H -0.05 -0.04 -0.04
H 0.02 -0.04 0.00
H 0.04 0.01 0.03
H 0.02 0.07 -0.02
H 0.03 0.01 0.02
H 0.07 -0.01 -0.01
H 0.02 -0.01 -0.04
H -0.06 0.00 -0.03
H -0.06 -0.03 0.01
H 0.01 -0.03 0.02
H -0.01 -0.01 0.03
H -0.03 0.00 0.02
H -0.01 -0.02 -0.01
O 0.20 0.49 0.72
N -0.50 -0.76 -0.99

HOMO level (alpha / beta)	-10.77 / -10.96	eV
HOMO-LUMO gap (alpha / beta)	7.3 / 6.3	eV
2S+1	2
F_max	1.3	eV/A
net charge	+1
E_LUMO (alpha / beta)	-3.48 / -4.63	eV

=====

Entry 3:
A molecular structure, C36H26N2O2PPd. Source: the Open Molecules 2025 dataset; level of theory: ωB97M-V/def2-TZVPD.

Atoms and positions in Å:
Pd1 0.972 -0.189 -0.241
O1 -1.102 1.222 -1.774
C1 -2.097 0.750 -2.391
C2 -3.307 1.497 -2.591
C3 -4.382 0.974 -3.264
C4 -4.345 -0.323 -3.803
C5 -3.199 -1.068 -3.624
C6 -2.090 -0.583 -2.915
C7 -0.959 -1.466 -2.778
N1 0.082 -1.375 -2.021
N2 0.951 -2.451 -2.297
C8 1.848 -2.647 -1.381
O2 1.978 -1.995 -0.273
C9 2.822 -3.755 -1.617
C10 3.910 -3.903 -0.763
C11 4.832 -4.919 -0.970
C12 4.672 -5.802 -2.028
C13 3.583 -5.662 -2.880
C14 2.664 -4.645 -2.677
H1 -3.333 2.502 -2.182
H2 -5.275 1.579 -3.387
H3 -5.191 -0.725 -4.345
H4 -3.143 -2.074 -4.030
H5 -0.987 -2.353 -3.414
H6 4.008 -3.212 0.064
H7 5.677 -5.024 -0.299
H8 5.391 -6.597 -2.188
H9 3.451 -6.350 -3.706
H10 1.814 -4.518 -3.332
C15 -2.664 5.164 -0.389
C16 -3.236 4.253 0.482
C17 -2.552 3.092 0.829
C18 -1.299 2.832 0.289
C19 -0.726 3.757 -0.582
C20 -1.401 4.916 -0.917
P1 -0.320 1.371 0.746
C21 -1.525 0.191 1.480
C22 -2.649 -0.197 0.748
C23 -3.492 -1.186 1.231
C24 -3.226 -1.803 2.445
C25 -2.110 -1.424 3.176
C26 -1.262 -0.436 2.696
C27 0.646 1.918 2.182
C28 0.289 2.817 3.149
C29 1.204 3.129 4.177
C30 2.456 2.579 4.183
C31 2.871 1.685 3.165
C32 4.191 1.188 3.062
C33 4.530 0.410 1.990
C34 3.581 0.045 1.010
C35 2.273 0.461 1.087
C36 1.933 1.326 2.167
H11 -3.201 6.064 -0.663
H12 -4.220 4.437 0.896
H13 -3.008 2.385 1.510
H14 0.235 3.538 -1.029
H15 -0.952 5.617 -1.609
H16 -2.863 0.266 -0.206
H17 -4.352 -1.480 0.642
H18 -3.880 -2.582 2.817
H19 -1.887 -1.905 4.121
H20 -0.383 -0.162 3.265
H21 -0.685 3.292 3.124
H22 0.916 3.826 4.955
H23 3.166 2.850 4.956
H24 4.922 1.449 3.819
H25 5.547 0.046 1.892
H26 3.888 -0.615 0.209

Forces on the atoms, in the same order (eV/Å):
Pd -0.08 -0.03 -0.04
O 0.04 0.10 -0.07
C -0.12 -0.13 -0.11
C 0.09 0.05 0.03
C -0.02 -0.01 -0.02
C 0.01 0.02 0.02
C 0.02 -0.04 0.00
C -0.07 -0.01 0.03
C 0.07 0.12 0.12
N 0.04 -0.05 0.05
N 0.21 -0.17 0.14
C -0.41 0.18 -0.01
O 0.37 0.17 -0.32
C -0.01 -0.08 -0.05
C -0.06 0.01 0.00
C 0.03 -0.01 0.02
C 0.02 -0.01 0.01
C -0.01 0.01 0.01
C 0.05 -0.01 -0.01
H -0.02 0.00 -0.01
H 0.00 -0.01 0.00
H 0.00 0.00 0.00
H 0.00 0.00 0.00
H 0.01 -0.01 -0.01
H 0.01 -0.01 0.00
H 0.00 0.00 0.00
H 0.00 0.00 0.00
H 0.00 0.00 0.00
H -0.01 0.01 0.00
C -0.06 0.01 0.03
C -0.02 0.04 -0.02
C 0.09 -0.04 0.02
C 0.13 0.20 0.16
C -0.01 0.07 -0.01
C 0.05 -0.06 0.01
P -0.40 -0.56 -0.08
C -0.11 0.16 -0.07
C 0.01 0.03 0.00
C -0.01 0.00 -0.02
C -0.01 -0.01 -0.01
C 0.03 0.01 0.01
C 0.01 0.03 0.00
C 0.07 0.06 -0.02
C -0.06 -0.06 -0.02
C -0.01 0.02 0.03
C 0.03 0.01 0.02
C -0.03 0.01 -0.04
C 0.02 -0.04 -0.04
C 0.04 0.04 0.10
C -0.11 -0.12 -0.02
C 0.25 -0.19 0.13
C -0.05 0.28 -0.01
H 0.00 0.00 0.00
H 0.00 0.00 0.00
H -0.01 -0.02 0.00
H 0.01 -0.02 0.00
H 0.00 0.01 0.00
H 0.00 -0.01 0.05
H 0.00 0.00 0.01
H 0.00 0.00 0.00
H 0.00 0.00 0.00
H 0.01 0.01 0.01
H 0.00 0.00 0.00
H 0.00 0.00 0.00
H 0.00 -0.01 0.00
H 0.00 0.01 0.00
H 0.00 0.00 0.01
H -0.03 0.01 0.00

HOMO level	-4.00	eV
HOMO-LUMO gap	6.7	eV
F_max	0.7	eV/A
net charge	-1
energy above the lowest of the compared OMol25 structures with the same formula, charge and spin	7.3	kcal/mol
E_LUMO	2.74	eV